72
Properties=species:S:1:pos:R:3:mulliken_charge:R:1 method="wB97M-V/def2-TZVPD" charge=-1 e_tot_ha=-3944.49234 spin_multiplicity=2 homo_lumo_gap_ev="6.69 / 5.87" s2=0.824
Mn -0.338 -0.105 -0.043 -0.241
O -2.321 -3.876 -3.252 -0.699
C -2.063 -2.890 -4.127 0.484
C -2.308 -3.138 -5.479 -0.696
C -2.077 -2.160 -6.426 -0.280
C -1.602 -0.907 -6.048 -0.978
C -1.351 -0.661 -4.712 -0.336
C -1.561 -1.637 -3.739 -0.193
C -1.255 -1.308 -2.327 0.835
O -0.698 -0.210 -2.045 -0.186
N -1.616 -2.219 -1.413 -1.790
N -1.284 -1.772 -0.187 1.551
C -1.543 -2.451 0.882 -1.110
C -1.122 -1.807 2.104 0.826
C -1.239 -2.380 3.371 -0.943
C -0.786 -1.678 4.471 -0.697
C -0.229 -0.416 4.293 -0.988
C -0.149 0.093 3.010 -0.470
N -0.583 -0.574 1.941 1.672
H -2.134 -3.510 -2.347 0.654
H -2.685 -4.114 -5.756 0.413
H -2.278 -2.372 -7.469 0.354
H -1.434 -0.137 -6.789 0.416
H -0.995 0.303 -4.377 0.467
H -2.035 -3.417 0.862 0.481
H -1.665 -3.369 3.472 0.484
H -0.851 -2.113 5.460 0.421
H 0.163 0.152 5.122 0.529
H 0.277 1.070 2.810 0.283
C 1.650 1.714 -2.944 -0.519
N 0.625 2.595 -2.421 0.448
C -0.198 3.386 -3.190 -0.577
C -1.000 4.058 -2.335 -0.735
N -0.671 3.688 -1.052 -0.155
B -1.317 4.382 0.185 1.091
N -1.706 3.405 1.347 -0.104
C -1.660 3.818 2.656 -0.891
C -2.241 2.876 3.430 -0.418
N -2.629 1.863 2.580 0.469
C -3.363 0.680 2.967 -0.967
C -2.300 2.203 1.304 0.192
S -2.520 1.188 -0.056 -0.579
C 0.302 2.766 -1.118 -0.032
S 1.026 1.929 0.196 -0.588
H 1.241 1.115 -3.753 0.225
H 1.980 1.037 -2.164 -0.034
H 2.500 2.300 -3.301 0.309
H -0.135 3.395 -4.262 0.507
H -1.781 4.770 -2.521 0.488
H -0.546 5.182 0.666 -0.232
H -2.323 4.923 -0.219 -0.225
H -1.201 4.752 2.921 0.486
H -2.390 2.817 4.492 0.463
H -2.909 0.239 3.855 0.301
H -3.325 -0.025 2.140 0.259
H -4.406 0.930 3.171 0.337
O 2.871 -1.141 -1.653 -0.786
C 2.515 -1.228 -0.482 0.031
O 1.331 -1.161 -0.022 -0.176
C 3.596 -1.453 0.572 0.243
C 4.898 -1.718 0.168 -0.626
C 5.911 -1.904 1.099 -0.502
C 5.637 -1.814 2.453 -0.542
C 4.334 -1.540 2.838 0.037
C 3.307 -1.360 1.927 0.064
N 4.044 -1.434 4.274 0.947
O 4.980 -1.581 5.057 -0.640
O 2.920 -1.075 4.608 -0.561
H 5.092 -1.765 -0.896 0.499
H 6.920 -2.115 0.771 0.381
H 6.402 -1.947 3.203 0.477
H 2.299 -1.153 2.250 0.372


37
Properties=species:S:1:pos:R:3:mulliken_charge:R:1 method="wB97M-V/def2-TZVPD" charge=-1 e_tot_ha=-6558.06828 spin_multiplicity=7 homo_lumo_gap_ev="8.65 / 4.19" s2=12.015
Mn 0.298 0.745 -0.066 1.230
N 0.865 1.214 1.805 0.150
S 0.320 1.536 3.260 0.789
O 0.495 2.832 3.884 -0.615
O 0.223 0.419 4.218 -0.512
F -1.199 1.790 2.802 -0.274
S 2.454 1.007 2.335 0.874
O 2.791 0.039 3.367 -0.480
O 3.400 2.032 1.989 -0.562
F 2.734 0.079 0.992 -0.323
N -1.638 -3.251 1.192 0.023
S -0.622 -2.125 1.861 0.840
O 0.130 -1.336 0.919 0.216
O 0.100 -2.364 3.165 -0.401
F -1.832 -1.169 2.222 -0.248
S -0.518 -4.199 0.707 1.066
O -0.157 -5.136 1.743 -0.457
O 0.467 -3.827 -0.295 -0.432
F -1.575 -5.003 -0.204 -0.270
N -1.577 0.672 -0.577 0.380
S -2.218 -0.663 -1.506 0.904
O -2.585 -0.378 -2.866 -0.516
O -2.864 -1.790 -0.829 -0.546
F -0.771 -1.344 -1.684 -0.261
S -2.886 1.406 -0.873 0.718
O -4.235 0.882 -0.711 -0.539
O -2.650 2.374 -1.968 -0.578
F -2.678 2.334 0.385 -0.278
N 1.279 1.310 -1.786 0.162
S 1.150 2.497 -3.070 0.831
O 0.275 2.146 -4.211 -0.488
O 2.362 3.377 -3.203 -0.558
F 0.151 3.421 -2.240 -0.256
S 2.450 0.510 -2.584 0.821
O 3.833 0.821 -2.521 -0.531
O 1.961 0.003 -3.868 -0.603
F 2.267 -0.863 -1.786 -0.275


106
Properties=species:S:1:pos:R:3:mulliken_charge:R:1 method="wB97M-V/def2-TZVPD" charge=+1 e_tot_ha=-4344.26681 spin_multiplicity=1 homo_lumo_gap_ev=6.77
Os 0.237 -0.281 0.077 1.953
S 5.810 4.780 -0.739 0.163
N 5.873 3.203 -0.420 -0.679
C 4.624 2.766 -0.412 0.714
C 4.212 1.391 -0.205 0.610
C 5.116 0.331 -0.113 -0.696
C 4.616 -0.945 -0.033 -1.470
C 3.238 -1.138 0.001 -0.017
N 2.358 -0.138 -0.016 0.386
C 2.846 1.123 -0.162 -0.115
C 1.868 2.180 -0.392 -0.870
N 0.568 1.814 -0.366 0.611
C -0.350 2.699 -0.742 0.419
C -0.033 3.997 -1.124 -1.257
C 1.281 4.403 -1.092 -1.138
C 2.258 3.480 -0.719 0.717
C 3.674 3.782 -0.678 0.837
N 4.217 4.971 -0.881 -0.650
H 6.179 0.531 -0.139 0.575
H 5.265 -1.808 0.001 0.511
H 2.835 -2.138 0.043 0.441
H -1.371 2.345 -0.741 -0.322
H -0.823 4.670 -1.425 0.583
H 1.575 5.409 -1.362 0.533
C -4.956 1.967 1.896 -1.676
C -3.731 2.073 0.982 2.398
C -3.544 3.564 0.642 -1.406
C -3.824 1.277 -0.319 1.006
C -4.853 1.648 -1.176 -0.450
C -4.931 1.173 -2.472 -1.590
C -3.925 0.361 -2.951 -0.339
C -2.882 -0.064 -2.134 1.079
C -1.781 -0.880 -2.762 2.786
C -2.301 -2.035 -3.615 -1.815
C -0.856 0.027 -3.579 -1.332
C -2.873 0.332 -0.788 -1.866
N -1.871 -0.175 0.131 1.064
C -2.307 -0.631 1.261 -0.163
C -1.361 -0.567 2.379 0.737
N -0.134 -0.263 2.086 0.290
C 0.680 0.236 3.199 -0.261
C 1.439 -0.606 4.031 0.363
C 2.153 -0.005 5.069 -0.772
C 2.121 1.353 5.307 -1.605
C 1.317 2.149 4.518 -0.550
C 0.570 1.612 3.476 0.499
C -0.422 2.541 2.797 2.828
C 0.207 3.871 2.383 -1.977
C -1.596 2.819 3.745 -1.437
C 1.621 -2.114 3.947 0.433
C 0.377 -2.952 3.664 -1.357
C 2.776 -2.422 3.002 -1.210
C -2.128 -0.755 3.618 0.016
C -1.867 -0.694 4.962 0.706
C -2.911 -1.005 5.867 -1.177
C -4.164 -1.378 5.446 -1.112
C -4.465 -1.439 4.062 0.955
C -5.697 -1.816 3.467 -0.836
C -5.837 -1.834 2.100 -1.218
C -4.791 -1.443 1.230 0.320
C -3.602 -1.057 1.786 0.166
C -3.436 -1.099 3.189 -0.303
H -4.820 2.623 2.758 0.458
H -5.137 0.961 2.264 0.215
H -5.855 2.300 1.374 0.377
H -2.857 1.743 1.544 -1.645
H -4.491 4.001 0.321 0.489
H -2.831 3.729 -0.165 0.234
H -3.211 4.121 1.518 0.362
H -5.597 2.351 -0.825 0.371
H -5.750 1.470 -3.115 0.436
H -3.946 0.037 -3.984 0.381
H -1.195 -1.310 -1.955 -2.172
H -2.747 -1.669 -4.542 0.471
H -3.048 -2.621 -3.080 0.396
H -1.479 -2.697 -3.886 0.392
H -1.400 0.491 -4.405 0.403
H -0.035 -0.556 -3.998 0.416
H -0.433 0.832 -2.969 0.085
H 2.749 -0.643 5.711 0.512
H 2.692 1.781 6.120 0.426
H 1.238 3.206 4.736 0.413
H -0.805 2.053 1.900 -1.800
H 0.448 4.484 3.253 0.536
H -0.497 4.445 1.778 0.343
H 1.126 3.730 1.812 0.430
H -1.229 3.238 4.684 0.494
H -2.163 1.920 3.983 0.153
H -2.277 3.547 3.303 0.432
H 1.951 -2.404 4.947 0.629
H -0.038 -2.780 2.673 -0.094
H -0.400 -2.768 4.405 0.341
H 0.642 -4.009 3.714 0.501
H 2.498 -2.127 1.998 -0.065
H 3.004 -3.488 2.990 0.420
H 3.671 -1.870 3.295 0.383
H -0.893 -0.420 5.344 0.560
H -2.703 -0.956 6.928 0.506
H -4.927 -1.625 6.173 0.449
H -6.529 -2.103 4.098 0.482
H -6.780 -2.144 1.670 0.441
H -4.947 -1.436 0.159 0.589
Cl -1.762 -3.489 -0.231 -0.341
Si 0.151 -2.642 -0.235 0.203
Cl 0.883 -2.744 -2.227 -0.314
Cl 1.264 -4.213 0.565 -0.328


18
Properties=species:S:1:pos:R:3:mulliken_charge:R:1 method="wB97M-V/def2-TZVPD" e_tot_ha=-1085.03081 spin_multiplicity=1 homo_lumo_gap_ev=10.96 smiles="CC(=O)OC(=O)CNS(=O)(=O)F"
C 2.120 -0.858 0.254 -0.957
C 1.519 -0.404 -1.046 0.679
O 1.497 -1.122 -2.008 -0.494
O 1.047 0.896 -1.171 -0.282
C 0.612 1.550 -0.047 0.387
O 1.234 2.476 0.402 -0.520
C -0.729 1.200 0.559 -0.415
N -1.018 -0.245 0.642 -0.289
S -2.111 -0.799 -0.445 1.101
O -2.444 -2.129 -0.128 -0.567
O -1.670 -0.436 -1.729 -0.483
F -3.351 0.069 -0.109 -0.208
H 1.425 -1.547 0.689 0.257
H 2.335 -0.065 0.953 0.358
H 3.025 -1.371 0.003 0.346
H -0.695 1.597 1.555 0.445
H -1.522 1.728 0.052 0.317
H -1.272 -0.540 1.574 0.324


45
Properties=species:S:1:pos:R:3:mulliken_charge:R:1 method="wB97M-V/def2-TZVPD" e_tot_ha=-1697.42584 spin_multiplicity=1 homo_lumo_gap_ev=9.32 smiles="O=C(NCc1ccco1)C(=O)NC[C@H]1OCCN1C(=O)c1ccc(Cl)cc1"
O -2.839 2.045 -0.737 -0.694
C -1.764 2.043 -0.171 0.570
N -1.557 1.854 1.138 -0.092
C -2.592 1.457 2.069 -1.029
C -2.275 0.141 2.697 0.555
C -1.716 -0.173 3.903 -0.611
C -1.641 -1.586 3.948 -0.446
C -2.149 -2.021 2.764 -0.521
O -2.531 -0.987 2.002 -0.293
C -0.451 2.256 -0.928 0.460
O 0.619 2.373 -0.347 -0.698
N -0.633 2.295 -2.252 -0.074
C 0.465 2.230 -3.175 -0.773
C 0.877 0.755 -3.440 -0.154
O 2.086 0.656 -4.133 -0.507
C 3.137 0.646 -3.180 -0.430
C 2.507 0.206 -1.842 -0.506
N 1.109 0.075 -2.184 0.152
C 0.141 -0.657 -1.585 0.334
O -0.971 -0.756 -2.071 -0.683
C 0.506 -1.331 -0.304 0.285
C 0.212 -2.683 -0.164 -0.395
C 0.486 -3.342 1.019 -0.968
C 1.028 -2.633 2.080 0.482
Cl 1.365 -3.446 3.563 -0.206
C 1.294 -1.277 1.968 -1.289
C 1.038 -0.630 0.773 0.297
H -0.597 1.885 1.456 0.301
H -2.702 2.217 2.849 0.369
H -3.515 1.388 1.486 0.380
H -1.411 0.513 4.666 0.481
H -1.263 -2.186 4.749 0.515
H -2.291 -3.004 2.362 0.555
H -1.571 2.071 -2.565 0.276
H 1.309 2.756 -2.721 0.356
H 0.198 2.707 -4.119 0.332
H 0.091 0.241 -4.005 0.465
H 3.584 1.644 -3.098 0.284
H 3.894 -0.052 -3.542 0.328
H 2.905 -0.745 -1.481 0.375
H 2.647 0.973 -1.074 0.216
H -0.232 -3.213 -0.993 0.442
H 0.274 -4.395 1.125 0.471
H 1.696 -0.736 2.810 0.415
H 1.233 0.427 0.686 0.673


80
Properties=species:S:1:pos:R:3:mulliken_charge:R:1 method="wB97M-V/def2-TZVPD" e_tot_ha=-1803.53811 spin_multiplicity=1 homo_lumo_gap_ev=8.73
Si 5.279 -4.836 -0.668 0.482
O 6.151 -3.436 -0.466 -0.252
Si 5.268 -2.002 -0.372 0.368
C 6.482 -0.649 0.063 -0.785
C 5.887 0.766 0.029 -0.925
C 4.457 0.874 0.583 -0.664
C 3.378 0.815 -0.522 -0.099
C 2.569 2.113 -0.680 -1.138
C 1.267 2.066 0.150 -1.121
C 0.069 1.647 -0.696 -0.109
C -1.046 0.982 0.141 -1.056
C -2.484 1.375 -0.273 -0.076
C -3.344 0.199 -0.792 -0.834
C -4.625 -0.054 0.022 -0.398
C -5.853 -0.159 -0.860 -0.957
N -6.999 -0.715 -0.169 0.305
C -7.681 -1.858 -0.489 -0.295
C -8.723 -2.027 0.405 -0.602
C -8.670 -0.940 1.315 -0.596
C -7.601 -0.158 0.922 -0.302
H 5.895 -5.922 0.120 -0.177
H 5.249 -5.240 -2.089 -0.159
H 3.889 -4.627 -0.208 -0.134
H 4.345 -2.173 0.764 -0.135
H 4.523 -1.743 -1.614 -0.092
H 7.284 -0.690 -0.677 0.401
H 6.957 -0.870 1.014 0.437
H 5.909 1.182 -0.972 0.356
H 6.527 1.415 0.626 0.372
H 4.370 1.849 1.060 0.652
H 4.262 0.141 1.360 0.067
H 2.708 -0.026 -0.357 0.390
H 3.869 0.606 -1.471 0.148
H 3.182 2.949 -0.354 0.524
H 2.337 2.238 -1.734 0.289
H 1.091 3.034 0.613 0.418
H 1.415 1.332 0.938 0.495
H 0.417 0.934 -1.442 -0.044
H -0.336 2.508 -1.219 0.384
H -0.893 1.255 1.180 0.410
H -0.933 -0.094 0.042 0.368
H -2.990 1.793 0.588 0.022
H -2.410 2.123 -1.055 0.333
H -2.764 -0.718 -0.788 0.370
H -3.613 0.410 -1.824 0.361
H -4.530 -0.991 0.565 0.345
H -4.779 0.721 0.768 0.413
H -5.656 -0.783 -1.724 0.399
H -6.141 0.820 -1.245 0.237
H -7.435 -2.499 -1.313 0.331
H -9.421 -2.840 0.407 0.408
H -9.333 -0.749 2.134 0.419
H -7.266 0.746 1.398 0.332
C 3.719 -3.364 5.119 -1.159
C 3.677 -3.211 3.610 -0.178
O 3.584 -1.845 3.215 -0.439
H 2.831 -2.920 5.570 0.282
H 3.768 -4.416 5.406 0.362
H 4.591 -2.854 5.535 0.347
H 2.799 -3.707 3.199 0.304
H 4.565 -3.663 3.155 0.209
H 4.359 -1.388 3.554 0.263
C 2.477 0.268 -4.495 -0.790
C 3.018 -1.090 -4.084 -0.247
O 2.334 -1.609 -2.947 -0.460
H 2.560 0.974 -3.666 0.007
H 3.023 0.667 -5.351 0.367
H 1.420 0.198 -4.763 0.329
H 4.067 -1.012 -3.801 0.230
H 2.943 -1.800 -4.915 0.392
H 1.405 -1.697 -3.179 0.274
C -5.509 5.291 0.233 -1.197
C -5.238 4.066 1.086 0.235
O -3.970 4.154 1.734 -0.514
H -4.727 5.410 -0.517 0.305
H -6.473 5.214 -0.274 0.331
H -5.516 6.194 0.848 0.346
H -5.211 3.169 0.467 -0.054
H -6.022 3.939 1.839 0.276
H -3.984 4.938 2.290 0.290


Repeat the fifth record exactly.
45
Properties=species:S:1:pos:R:3:mulliken_charge:R:1 method="wB97M-V/def2-TZVPD" e_tot_ha=-1697.42584 spin_multiplicity=1 homo_lumo_gap_ev=9.32 smiles="O=C(NCc1ccco1)C(=O)NC[C@H]1OCCN1C(=O)c1ccc(Cl)cc1"
O -2.839 2.045 -0.737 -0.694
C -1.764 2.043 -0.171 0.570
N -1.557 1.854 1.138 -0.092
C -2.592 1.457 2.069 -1.029
C -2.275 0.141 2.697 0.555
C -1.716 -0.173 3.903 -0.611
C -1.641 -1.586 3.948 -0.446
C -2.149 -2.021 2.764 -0.521
O -2.531 -0.987 2.002 -0.293
C -0.451 2.256 -0.928 0.460
O 0.619 2.373 -0.347 -0.698
N -0.633 2.295 -2.252 -0.074
C 0.465 2.230 -3.175 -0.773
C 0.877 0.755 -3.440 -0.154
O 2.086 0.656 -4.133 -0.507
C 3.137 0.646 -3.180 -0.430
C 2.507 0.206 -1.842 -0.506
N 1.109 0.075 -2.184 0.152
C 0.141 -0.657 -1.585 0.334
O -0.971 -0.756 -2.071 -0.683
C 0.506 -1.331 -0.304 0.285
C 0.212 -2.683 -0.164 -0.395
C 0.486 -3.342 1.019 -0.968
C 1.028 -2.633 2.080 0.482
Cl 1.365 -3.446 3.563 -0.206
C 1.294 -1.277 1.968 -1.289
C 1.038 -0.630 0.773 0.297
H -0.597 1.885 1.456 0.301
H -2.702 2.217 2.849 0.369
H -3.515 1.388 1.486 0.380
H -1.411 0.513 4.666 0.481
H -1.263 -2.186 4.749 0.515
H -2.291 -3.004 2.362 0.555
H -1.571 2.071 -2.565 0.276
H 1.309 2.756 -2.721 0.356
H 0.198 2.707 -4.119 0.332
H 0.091 0.241 -4.005 0.465
H 3.584 1.644 -3.098 0.284
H 3.894 -0.052 -3.542 0.328
H 2.905 -0.745 -1.481 0.375
H 2.647 0.973 -1.074 0.216
H -0.232 -3.213 -0.993 0.442
H 0.274 -4.395 1.125 0.471
H 1.696 -0.736 2.810 0.415
H 1.233 0.427 0.686 0.673